[1]
C26H28BBrMoN3O7 | the ωB97M-V functional and the def2-TZVPD basis

```
67
Properties=species:S:1:pos:R:3:forces:R:3:lowdin_charge:R:1
Mo 0.592 -0.042 -0.869 -1.029 -1.319 0.897 1.6920
O 0.216 2.595 2.064 0.105 -0.465 0.342 0.1140
C 0.355 1.398 2.168 -0.152 0.956 -0.521 -0.3647
N 0.362 0.519 1.087 0.588 -0.446 0.285 -0.0020
C 0.586 -0.748 1.523 -0.042 0.411 -0.854 -0.3945
O 0.735 -1.594 0.601 -0.374 -0.489 0.746 -0.0421
C 0.646 -0.790 2.962 -0.001 0.197 1.237 -0.0795
C 0.798 -1.827 3.868 -0.041 0.305 -0.445 0.0292
C 0.850 -1.489 5.214 0.027 0.026 0.120 -0.0403
C 0.779 -0.166 5.631 0.005 -0.089 -0.074 -0.0313
C 0.638 0.876 4.718 -0.061 0.140 -0.283 0.0226
C 0.546 0.556 3.380 0.085 -0.993 0.321 -0.0631
H 0.873 -2.849 3.531 0.013 -0.106 0.023 0.1291
H 0.960 -2.272 5.947 0.009 -0.070 0.116 0.1151
H 0.833 0.061 6.686 0.028 -0.002 0.055 0.1168
H 0.609 1.904 5.041 -0.079 0.119 0.054 0.1277
Br 0.330 -5.798 -2.109 0.072 0.000 -0.024 0.7652
C 1.967 -4.852 -1.993 -0.166 -0.045 -0.009 -0.6602
C 3.171 -5.540 -2.038 -0.246 0.059 -0.029 -0.1003
C 4.358 -4.834 -1.933 0.037 0.083 0.032 -0.0496
C 4.344 -3.465 -1.734 -0.085 0.197 0.088 0.0007
C 3.127 -2.790 -1.680 -0.245 -0.133 -0.082 -0.1344
C 1.928 -3.479 -1.839 0.029 0.079 -0.002 -0.0650
C 3.070 -1.361 -1.298 2.884 -0.477 1.589 -0.5101
O 3.860 -0.801 -0.571 -0.323 -0.515 -0.662 0.1383
O 2.016 -0.688 -1.727 -0.990 0.325 -1.508 -0.1957
H 3.172 -6.613 -2.150 0.015 -0.055 -0.038 0.1081
H 5.294 -5.366 -1.981 0.108 -0.022 -0.005 0.1147
H 5.262 -2.912 -1.612 0.094 0.049 0.045 0.1254
H 0.981 -2.949 -1.800 0.082 -0.217 -0.022 0.0932
C -4.073 0.352 -1.196 0.342 -0.097 0.171 0.0043
C -3.176 -0.486 -0.283 -0.644 -0.065 -0.159 -0.4403
C -3.525 -0.242 1.178 0.291 -0.028 -0.338 0.0093
O -1.820 -0.024 -0.534 0.385 0.516 0.016 -0.0080
B -1.228 -0.884 -1.446 -0.215 -0.041 0.413 -0.6663
O -1.974 -1.970 -1.671 0.048 -0.607 -1.005 0.1216
C -3.092 -1.985 -0.744 -0.090 -0.111 0.535 -0.4409
C -2.682 -2.908 0.405 0.085 0.220 -0.274 0.0099
C -4.320 -2.533 -1.460 0.377 0.207 0.052 0.0101
H -3.905 1.405 -0.984 -0.023 0.064 0.038 0.0979
H -5.120 0.123 -1.024 -0.143 -0.044 -0.035 0.0984
H -3.825 0.171 -2.240 -0.073 -0.007 -0.085 0.0993
H -3.570 0.831 1.353 -0.026 0.043 0.034 0.0970
H -2.775 -0.667 1.842 -0.037 -0.067 0.044 0.0833
H -4.497 -0.670 1.409 -0.111 -0.061 0.062 0.1010
H -1.758 -2.552 0.865 -0.063 -0.036 0.068 0.0820
H -2.499 -3.909 0.022 0.002 -0.044 -0.057 0.0978
H -3.470 -2.956 1.150 -0.061 -0.047 0.132 0.0970
H -4.472 -2.036 -2.413 -0.059 0.068 -0.044 0.0918
H -5.204 -2.402 -0.843 -0.143 -0.022 0.090 0.0992
H -4.178 -3.594 -1.651 -0.012 -0.036 0.009 0.0974
N 0.534 1.776 -1.473 0.137 4.006 -0.667 0.0198
C 0.850 2.913 -1.382 -0.369 -2.028 -0.206 -0.1242
N 1.232 4.125 -1.289 0.035 0.226 -0.051 -0.0639
C 1.760 4.868 -2.426 -0.228 0.699 -0.622 -0.0779
C 1.020 6.209 -2.492 0.135 -0.211 -0.326 -0.1788
O 1.159 6.918 -1.290 0.176 0.109 0.046 -0.1128
C 0.623 6.212 -0.197 0.000 -0.274 0.157 -0.1688
C 1.308 4.851 -0.025 0.128 0.479 0.765 -0.0748
H 1.624 4.287 -3.337 -0.013 0.038 -0.017 0.1395
H 2.829 5.041 -2.261 -0.109 -0.090 0.022 0.1441
H -0.043 6.030 -2.710 0.049 -0.003 -0.031 0.1353
H 1.447 6.835 -3.274 -0.044 -0.069 -0.028 0.1371
H -0.460 6.076 -0.327 0.044 -0.023 0.016 0.1359
H 0.803 6.831 0.682 -0.066 -0.148 0.006 0.1391
H 0.847 4.268 0.772 0.015 0.027 -0.117 0.1053
H 2.367 5.010 0.209 -0.064 -0.044 -0.003 0.1441
```
Positions in Å, forces in eV/Å.

The charge is +1. The value obtained for the energy is -118789.732 eV. Its HOMO energy is -10.9 eV. Its frontier orbital gap is 6.6 eV. Its relative energy (zero: lowest compared OMol25 entry of this formula, charge and spin) is 3.0 kcal per mole. The max |F| comes out at 4.1 eV/Å.

---

[2]
C26H28BrHgIN3SSb | the ωB97M-V functional and the def2-TZVPD basis

```
62
Properties=species:S:1:pos:R:3:forces:R:3:lowdin_charge:R:1
Hg -1.044 0.753 0.527 0.041 -0.366 -0.051 0.8633
C -0.592 1.278 -2.762 0.067 -0.014 -0.017 -0.0652
C 0.150 -0.015 -2.595 -0.018 0.003 0.054 -0.3474
C 0.884 -0.570 -3.636 -0.023 -0.011 -0.028 -0.0269
C 1.554 -1.760 -3.434 0.033 -0.026 -0.027 -0.0447
C 1.456 -2.382 -2.198 0.006 0.076 0.029 -0.1205
C 0.708 -1.774 -1.198 -0.015 0.105 -0.021 -0.4637
N 0.078 -0.611 -1.398 -0.018 0.075 0.031 -0.0064
Sb 0.455 -2.935 0.599 0.011 -0.192 -0.048 1.5242
C -1.691 -2.775 0.600 -0.110 -0.018 0.044 -0.4456
C -2.394 -3.974 0.561 0.010 0.080 0.017 -0.1216
C -3.780 -3.940 0.533 -0.005 -0.041 -0.003 -0.0454
C -4.417 -2.715 0.551 -0.021 0.009 -0.004 -0.0148
C -3.654 -1.553 0.589 0.031 0.033 0.014 -0.3305
C -4.294 -0.195 0.607 -0.015 -0.062 -0.013 -0.0574
N -2.317 -1.593 0.611 0.019 0.088 -0.057 0.0099
C 0.886 -1.582 2.213 -0.064 0.042 0.080 -0.5167
C 1.928 -1.969 3.044 -0.050 0.046 -0.021 -0.1419
C 2.209 -1.203 4.166 0.046 -0.034 0.019 -0.0442
C 1.430 -0.095 4.431 -0.012 0.025 0.017 -0.0162
C 0.402 0.241 3.556 -0.005 -0.002 -0.047 -0.3653
C -0.446 1.461 3.773 0.041 -0.020 0.036 -0.0566
N 0.144 -0.499 2.470 0.046 0.121 -0.050 -0.0386
H -0.504 1.658 -3.778 -0.007 -0.007 -0.002 0.0859
H -0.206 2.033 -2.074 0.003 -0.005 -0.020 0.0387
H -1.650 1.135 -2.533 -0.002 0.013 -0.005 0.0685
H 0.923 -0.068 -4.594 0.001 0.013 0.012 0.1203
H 2.142 -2.202 -4.228 -0.016 -0.014 -0.002 0.1188
H 1.946 -3.330 -2.014 0.026 0.013 0.006 0.0882
H -1.861 -4.916 0.552 -0.013 -0.007 0.002 0.0868
H -4.354 -4.857 0.498 0.006 0.003 0.008 0.1169
H -5.496 -2.649 0.534 0.006 0.005 -0.002 0.1177
H -5.378 -0.265 0.556 0.000 0.004 0.004 0.0853
H -3.945 0.395 -0.244 -0.004 -0.014 0.015 0.0487
H -4.022 0.338 1.521 0.003 0.012 -0.007 0.0754
H 2.509 -2.854 2.816 0.008 0.001 0.010 0.0892
H 3.024 -1.472 4.826 -0.012 -0.007 0.005 0.1193
H 1.606 0.512 5.309 0.016 0.014 -0.019 0.1204
H -0.339 1.842 4.787 -0.001 -0.011 0.004 0.0848
H -1.495 1.232 3.588 -0.002 0.011 0.002 0.0696
H -0.144 2.253 3.082 -0.023 -0.003 -0.001 0.0592
Br 5.743 -0.667 0.859 0.008 0.005 0.034 0.7254
C 5.155 0.003 -0.804 -0.036 -0.042 -0.062 -0.7423
C 5.965 -0.211 -1.911 -0.001 -0.003 -0.016 -0.1259
C 5.564 0.234 -3.161 -0.010 -0.022 -0.002 -0.0694
C 4.351 0.888 -3.309 -0.025 -0.006 0.012 -0.0796
C 3.546 1.112 -2.204 0.054 0.020 -0.043 -0.1684
C 3.947 0.676 -0.948 -0.004 0.013 0.035 -0.7309
I 2.706 1.083 0.675 -0.009 0.101 0.000 0.9679
H 6.906 -0.727 -1.786 -0.003 -0.003 -0.003 0.1035
H 6.203 0.067 -4.018 0.005 -0.004 0.010 0.1118
H 4.029 1.229 -4.285 0.010 0.024 0.010 0.1104
H 2.604 1.632 -2.312 0.011 0.022 0.014 0.0850
C -3.842 3.284 -0.637 0.039 0.083 0.011 -0.4017
S -2.086 3.573 -0.351 0.049 -0.155 0.076 0.6856
C -2.158 4.333 1.280 -0.027 0.015 -0.066 -0.4060
H -4.287 2.771 0.214 -0.009 -0.004 -0.021 0.0272
H -3.931 2.660 -1.525 -0.023 0.017 -0.011 0.0321
H -4.355 4.227 -0.813 -0.024 -0.012 0.005 0.0445
H -2.555 5.344 1.209 -0.008 -0.002 0.026 0.0429
H -1.141 4.373 1.664 -0.002 0.027 0.003 0.0295
H -2.776 3.736 1.949 0.028 -0.009 0.023 0.0370
```
Positions in Å, forces in eV/Å.

The charge is +1. As for the spin multiplicity: 2. The expectation value of S² is 0.75. The value obtained for the energy is -131571.185 eV. Its HOMO energy (alpha / beta) is -9.6 / -11.1 eV. Its frontier orbital gap (alpha / beta) is 7.3 / 7.2 eV. Its relative energy (zero: lowest compared OMol25 entry of this formula, charge and spin) is 0.0 kcal per mole. The max |F| comes out at 0.4 eV/Å.

---

[3]
C26H28HfN5O3S | the ωB97M-V functional and the def2-TZVPD basis

```
64
Properties=species:S:1:pos:R:3:forces:R:3:lowdin_charge:R:1
Hf -0.817 0.380 0.076 -2.251 -0.565 -0.921 1.0892
C 3.538 3.289 3.537 0.219 -0.098 0.249 -0.0570
O 2.569 3.709 2.600 -0.304 0.575 -0.247 -0.0901
C 1.981 4.931 2.747 0.040 -0.082 -0.153 -0.2197
C 2.344 5.889 3.686 0.108 -0.234 0.052 -0.0021
C 1.694 7.112 3.732 -0.047 -0.030 -0.057 -0.0654
C 0.677 7.404 2.842 -0.003 0.038 -0.018 -0.0758
C 0.297 6.458 1.906 0.044 -0.160 0.101 -0.0052
C 0.930 5.225 1.855 0.216 -0.072 0.314 -0.1603
N 0.577 4.294 0.849 0.153 -0.257 -0.234 0.1773
C 0.298 2.987 1.025 0.311 0.603 0.873 -0.3255
N 0.118 2.566 2.288 -0.043 0.802 -0.034 0.1774
C 0.019 1.287 2.858 0.091 -0.451 0.369 -0.1904
C -0.338 0.121 2.172 0.155 0.335 0.692 -0.2287
C -0.408 -1.053 2.930 0.053 -0.052 0.081 -0.1277
C -0.112 -1.079 4.284 -0.103 -0.182 -0.167 -0.0765
C 0.215 0.090 4.950 0.044 0.309 -0.128 0.0082
C 0.256 1.277 4.247 -0.044 0.091 -0.244 -0.2354
O 0.505 2.494 4.861 0.224 -0.436 -0.222 -0.1324
C -0.685 3.135 5.319 -0.241 0.314 0.240 -0.0470
N 0.246 2.124 0.029 0.644 0.911 0.259 -0.0635
C 0.130 2.454 -1.333 0.099 0.271 -0.374 -0.2774
C 0.842 1.673 -2.244 0.089 0.133 0.117 -0.0513
C 0.707 1.882 -3.607 -0.139 -0.163 -0.204 -0.0744
C -0.152 2.863 -4.066 0.204 -0.170 0.089 -0.0535
C -0.899 3.616 -3.176 -0.103 0.148 0.208 0.0083
C -0.794 3.410 -1.807 -0.245 -0.047 0.148 -0.2493
O -1.537 4.044 -0.861 0.590 -0.237 -0.440 -0.1375
C -2.686 4.745 -1.301 -0.314 0.189 -0.100 -0.0579
H 3.754 2.254 3.274 0.055 0.094 0.077 0.1006
H 3.149 3.327 4.558 -0.031 0.000 -0.047 0.0955
H 4.454 3.882 3.467 -0.060 0.001 -0.031 0.1006
H 3.151 5.694 4.373 0.080 -0.071 0.078 0.1123
H 1.992 7.842 4.468 0.054 0.057 0.067 0.1120
H 0.182 8.360 2.878 -0.073 0.095 -0.011 0.1082
H -0.505 6.663 1.213 -0.090 -0.002 -0.104 0.1186
H 0.478 4.663 -0.085 -0.011 -0.141 0.060 0.1517
H 0.316 3.258 3.009 -0.047 -0.111 -0.308 0.1256
H -0.735 -1.976 2.459 0.072 -0.011 -0.009 0.0829
H -0.169 -2.006 4.833 -0.001 -0.117 0.066 0.1059
H 0.429 0.093 6.006 0.004 0.033 0.173 0.1260
H -0.830 2.945 6.384 -0.034 -0.024 -0.060 0.0972
H -1.559 2.785 4.763 0.039 0.010 0.019 0.1068
H -0.563 4.207 5.156 -0.012 -0.030 0.080 0.0924
H 1.560 0.948 -1.862 -0.020 0.104 0.000 0.1149
H 1.262 1.279 -4.306 0.115 -0.047 -0.054 0.1089
H -0.250 3.045 -5.125 -0.022 0.007 -0.082 0.1155
H -1.574 4.359 -3.564 -0.166 0.110 0.005 0.1148
H -3.233 5.019 -0.402 0.029 -0.018 -0.037 0.1020
H -3.314 4.104 -1.923 0.000 -0.033 0.034 0.1013
H -2.414 5.647 -1.856 0.001 -0.034 0.040 0.0986
C 0.078 -5.148 -0.724 0.536 -0.633 0.003 0.0062
N -0.575 -3.870 -0.636 0.091 0.827 -0.104 -0.1102
C -1.889 -3.654 -0.343 -0.467 0.420 0.186 -0.0226
C -2.074 -2.302 -0.327 -0.698 -0.641 0.054 -0.1427
N -0.879 -1.692 -0.617 0.391 -0.724 -0.304 -0.1079
C -0.001 -2.669 -0.788 0.352 -0.290 -0.167 -0.1231
H -0.669 -5.938 -0.755 -0.001 0.087 -0.022 0.1023
H 0.722 -5.306 0.142 -0.085 -0.003 -0.040 0.1056
H 0.686 -5.202 -1.626 -0.071 0.011 0.009 0.1038
H -2.574 -4.459 -0.175 -0.107 -0.125 0.015 0.1329
H -2.968 -1.724 -0.143 0.077 -0.078 -0.048 0.0597
H 1.036 -2.539 -1.041 0.081 -0.026 0.029 0.1478
S -2.972 1.048 -0.079 0.573 -0.176 0.180 -0.0005
```
Positions in Å, forces in eV/Å.

The charge is +1. The value obtained for the energy is -53147.172 eV. Its HOMO energy is -10.3 eV. Its frontier orbital gap is 8.0 eV. Its relative energy (zero: lowest compared OMol25 entry of this formula, charge and spin) is 5.9 kcal per mole. The max |F| comes out at 2.5 eV/Å.

---

[4]
C26H28MgNO6 | the ωB97M-V functional and the def2-TZVPD basis

```
62
Properties=species:S:1:pos:R:3:forces:R:3:lowdin_charge:R:1
Mg -0.118 -1.004 0.469 0.399 0.353 -0.060 0.6031
C 1.034 1.364 -2.425 -0.064 0.074 -0.868 -0.0344
C 0.004 0.323 -2.114 -0.030 0.048 -0.020 -0.1853
C -1.229 0.695 -1.564 -0.033 -0.103 -0.046 -0.1941
C -1.469 2.116 -1.165 -0.054 0.365 0.195 -0.0306
C -2.236 -0.262 -1.388 0.264 -0.066 0.024 -0.1981
C -3.600 0.154 -0.932 -0.443 0.164 -0.022 -0.0361
C -1.969 -1.608 -1.656 0.175 0.154 -0.114 -0.2082
C -3.013 -2.646 -1.393 -0.200 -0.349 0.378 -0.0432
C -0.731 -1.984 -2.188 0.062 0.020 0.001 -0.2092
C -0.468 -3.417 -2.525 -0.048 -0.422 -0.352 -0.0402
C 0.265 -1.023 -2.395 -0.280 -0.074 0.070 -0.1974
C 1.598 -1.430 -2.942 0.420 -0.202 0.163 -0.0324
H 1.725 1.513 -1.591 -0.776 -0.002 -1.244 0.0247
H 0.573 2.323 -2.664 -0.026 0.018 0.129 0.0912
H 1.622 1.088 -3.301 -0.041 -0.075 -0.071 0.0844
H -1.811 2.711 -2.014 -0.039 0.113 -0.098 0.0956
H -0.558 2.570 -0.772 -0.149 -0.013 -0.177 0.0742
H -2.212 2.197 -0.371 0.084 -0.036 -0.078 0.0842
H -3.686 0.124 0.156 -0.026 0.077 0.064 0.1016
H -4.376 -0.489 -1.351 0.093 -0.042 0.054 0.0743
H -3.842 1.164 -1.265 0.104 -0.028 0.117 0.0787
H -3.603 -2.849 -2.289 -0.073 -0.077 0.004 0.0943
H -3.693 -2.342 -0.596 0.008 0.015 -0.119 0.0762
H -2.560 -3.581 -1.058 -0.023 0.038 -0.092 0.0835
H 0.023 -3.930 -1.695 0.012 0.055 0.018 0.0898
H 0.168 -3.505 -3.407 0.010 0.027 0.042 0.0769
H -1.388 -3.955 -2.759 0.057 0.068 0.026 0.0728
H 1.598 -1.384 -4.032 0.065 0.014 -0.150 0.0924
H 1.868 -2.446 -2.649 -0.100 0.108 0.014 0.0838
H 2.396 -0.785 -2.574 -0.078 -0.009 -0.043 0.0770
O 0.566 -4.743 1.572 -0.666 2.805 -0.251 -0.0315
C 0.292 -3.511 1.385 0.717 -2.821 0.158 -0.5604
O 0.428 -2.875 0.293 -0.716 -0.488 0.227 -0.1019
C -0.251 -2.716 2.568 -0.448 0.501 1.147 -0.1420
C -0.430 -3.343 3.804 0.046 0.007 0.061 -0.0080
C -0.925 -2.611 4.881 0.099 -0.120 -0.287 -0.0722
C -1.232 -1.269 4.703 0.261 -0.547 -0.166 -0.0476
C -1.029 -0.713 3.451 0.006 -0.168 0.243 -0.0692
N -0.552 -1.395 2.391 -0.322 -4.223 2.460 0.0451
H -0.181 -4.395 3.912 0.002 0.214 -0.175 0.1103
H -1.067 -3.091 5.843 0.001 0.001 -0.028 0.0968
H -1.619 -0.669 5.518 0.022 0.066 -0.102 0.1007
H -1.252 0.331 3.257 -0.189 -0.548 0.617 0.1014
O -1.149 2.527 2.524 0.877 -1.622 -0.943 -0.0248
C -0.491 1.723 1.792 -0.610 1.905 0.263 -0.5779
O -0.818 0.524 1.522 -0.387 3.662 -2.830 -0.1863
C 0.800 2.238 1.186 1.107 -0.257 -0.416 -0.1136
C 1.592 1.402 0.358 -0.817 2.673 0.363 -0.1349
C 2.786 1.856 -0.211 0.347 0.311 1.312 -0.0339
C 3.168 3.151 0.061 -0.437 -1.606 -0.067 -0.2305
O 4.293 3.760 -0.404 -0.429 1.334 0.774 0.0324
C 4.156 5.063 0.197 1.304 1.500 -0.225 -0.1383
O 2.970 5.212 1.000 1.326 -0.230 -0.905 0.0249
C 2.414 3.978 0.861 -1.621 -0.957 0.546 -0.2360
C 1.234 3.554 1.434 -0.036 -0.208 0.119 0.0718
H 1.253 0.384 0.168 0.765 1.047 -0.134 -0.0639
H 3.383 1.210 -0.841 0.158 0.018 0.056 0.1303
H 4.135 5.815 -0.600 -0.095 -0.107 0.006 0.1287
H 5.032 5.250 0.829 -0.094 -0.113 0.015 0.1296
H 0.645 4.214 2.065 0.026 -0.124 -0.070 0.1257
H 1.537 -0.565 0.932 0.529 -2.116 0.487 0.0259
```
Positions in Å, forces in eV/Å.

The charge is -1. The value obtained for the energy is -46637.309 eV. Its HOMO energy is -3.2 eV. Its frontier orbital gap is 6.0 eV. The max |F| comes out at 4.9 eV/Å.

---

max |F| of number 4 (C26H28MgNO6)?
4.9 eV/Å